C25H52FGaN | the ωB97M-V functional and the def2-TZVPD basis

## Properties
Gap between HOMO and LUMO ... 0.27079 Eh
Calculated total energy ... -83354.9562 eV
Total charge ... -1
HOMO ... -4.8 eV
LUMO ... 2.60 eV
Multiplicity ... 1

Element x y z (Å)
C 7.24 0.48 1.22
C 6.69 -0.82 0.63
C 6.51 -0.80 -0.89
C 5.26 -1.54 -1.35
C 4.98 -1.43 -2.86
C 3.91 -0.42 -3.28
C 4.15 1.05 -2.89
C 3.84 1.48 -1.44
C 2.55 0.94 -0.82
C 2.50 1.11 0.71
C 1.61 0.07 1.39
C 0.15 0.09 0.91
C -0.24 -1.12 0.04
C -0.89 -2.26 0.84
Ga -2.72 -1.89 1.61
F -2.69 -0.21 2.41
C -3.11 -3.17 3.18
C -2.44 -4.46 2.98
N -2.76 -5.32 2.09
C -4.24 -1.74 0.30
C -3.85 -0.91 -0.92
C -4.99 -0.42 -1.84
C -6.21 0.21 -1.17
C -6.11 1.69 -0.78
C -4.85 2.13 -0.04
C -4.93 3.58 0.42
C -3.57 4.21 0.74
C -2.94 3.69 2.04
H 8.32 0.57 1.06
H 6.77 1.35 0.75
H 7.06 0.54 2.29
H 5.73 -1.05 1.10
H 7.36 -1.64 0.90
H 6.48 0.24 -1.24
H 7.38 -1.25 -1.39
H 5.39 -2.60 -1.08
H 4.40 -1.19 -0.79
H 5.92 -1.18 -3.37
H 4.68 -2.41 -3.25
H 2.94 -0.75 -2.90
H 3.83 -0.46 -4.37
H 3.56 1.68 -3.56
H 5.20 1.28 -3.11
H 4.68 1.23 -0.79
H 3.79 2.57 -1.43
H 2.42 -0.11 -1.06
H 1.70 1.46 -1.27
H 3.52 1.03 1.10
H 2.14 2.11 0.96
H 1.65 0.23 2.47
H 2.04 -0.92 1.21
H -0.03 1.02 0.35
H -0.53 0.12 1.76
H 0.67 -1.49 -0.47
H -0.91 -0.80 -0.77
H -0.22 -2.50 1.69
H -0.93 -3.17 0.24
H -4.20 -3.32 3.25
H -2.76 -2.68 4.08
H -1.58 -4.66 3.64
H -2.13 -6.12 2.13
H -4.58 -2.74 0.00
H -5.06 -1.26 0.85
H -3.25 -0.05 -0.62
H -3.18 -1.52 -1.54
H -4.59 0.30 -2.57
H -5.34 -1.28 -2.42
H -7.06 0.12 -1.85
H -6.47 -0.37 -0.28
H -6.97 1.94 -0.16
H -6.21 2.31 -1.69
H -3.97 2.01 -0.70
H -4.67 1.47 0.81
H -5.44 4.17 -0.36
H -5.55 3.64 1.32
H -3.68 5.30 0.79
H -2.90 4.01 -0.10
H -3.59 2.96 2.54
H -2.74 4.49 2.75
H -2.00 3.16 1.86